Density functional theory data (ωB97M-V with the def2-TZVPD basis set) for a cluster of 2 separate species, C9H13NO in total.

* total charge: 0
* energy above the lowest of the compared OMol25 structures with the same formula, charge and spin: 3.9035 eV

The geometry in XYZ format:
```
24
Properties=species:S:1:pos:R:3:lowdin_charge:R:1
C 3.1705 -0.1155 0.9022 -0.10
C 1.3738 -0.9129 -0.5551 -0.11
H 0.0899 0.6850 -1.2521 0.04
C 0.9341 0.4513 -0.7494 -0.06
H -0.1454 -2.2119 -0.0525 0.10
H 3.4910 2.0143 0.8663 0.11
C -1.0420 -1.6253 -0.5022 -0.06
H 0.8790 -1.7270 -0.9863 0.04
H -1.7034 -2.4757 -0.6883 0.08
C -1.7407 -0.6661 0.4803 -0.62
H -3.2720 2.3739 -0.3729 0.11
H -2.9899 1.7615 1.4202 0.12
C 1.6527 1.4554 -0.1823 -0.09
C 2.3491 -1.0785 0.3800 -0.12
H 4.2114 -0.4356 1.1845 0.13
H -2.0202 0.4074 -1.2188 0.14
H -4.2001 0.8085 0.0999 0.09
N -2.1722 0.3679 -0.1857 -0.04
H 2.7596 -2.0518 0.7039 0.11
O -1.8910 -0.8072 1.6617 0.07
C 2.8323 1.1803 0.5106 -0.10
H 1.4704 2.4611 -0.1466 0.08
H -0.8402 -1.2173 -1.6224 0.13
C -3.1967 1.3582 0.3053 -0.07
```